Molecular formula: C4H6N2O
Method: DFT, ωB97M-V/def2-TZVPD

Geometry (Å):
N  -2.258  0.698  -0.467
C  -1.039  0.362  -0.293
C  -0.765  -1.107  -0.008
N  0.569  -1.104  0.584
C  1.133  0.109  0.288
O  2.440  0.215  0.567
C  0.259  1.027  -0.216
H  -2.383  1.692  -0.644
H  -1.555  -1.466  0.652
H  -0.786  -1.682  -0.943
H  1.161  -1.921  0.535
H  2.744  1.101  0.327
H  0.481  2.074  -0.383

**DFT total energy**: -340.752911 hartree
**Highest occupied orbital energy**: -8.1 eV
**Net charge**: 0
**Energy above the lowest of the compared OMol25 structures with the same formula, charge and spin**: 110.3 kJ/mol

Here are the natural (NBO) charges for atoms 1 to 5, given in e:
1. N -0.684
2. C 0.289
3. C -0.275
4. N -0.599
5. C 0.556